The following is a quantum chemistry calculation of the molecule C3H4N2O2S, from the Open Molecules 2025 dataset.

Output
* HOMO level: -10.40 eV
* DFT total energy: -21082.094 eV
* structure (SMILES): C[C@H](SC#N)[N+](=O)[O-]

Each line ends with the Löwdin charge.
Cartesian coordinates (Å):
S 0.4458 -0.8681 -1.4659  1.0402
O 1.7642 1.0831 0.1532  0.0827
O -0.0442 2.0952 0.7484  0.0943
N -0.7335 0.9312 -3.1846  0.1294
N 0.5823 1.1376 0.3191  -0.4396
C -0.2753 0.2001 -2.4478  -0.6977
C -0.2375 -0.0537 0.0482  -0.5352
C -0.1479 -0.9751 1.1854  -0.1287
H -1.1696 0.3887 -0.1308  0.1073
H -0.6553 -2.0182 1.0935  0.1162
H -0.4490 -0.5889 2.2281  0.1182
H 0.9200 -1.3320 1.4530  0.1130


The following is a quantum chemistry calculation of a structure of composition C3H4N2O2S, from the Open Molecules 2025 dataset.

Output
* HOMO level: -9.49 eV
* DFT total energy: -21079.322 eV

Each line ends with the Löwdin charge.
Cartesian coordinates (Å):
S 1.5070 -0.4434 0.7131  1.0960
O 0.1306 -1.5465 1.1975  -0.2066
O -1.4995 -0.5548 2.4526  0.1039
N 1.5564 -0.2405 -0.7671  -0.3414
N -0.4966 -0.5108 1.8348  -0.4431
C -0.7008 -0.0174 -1.6758  0.0020
C 0.5528 0.4042 -1.5289  -0.3082
C 0.2394 0.5407 1.4835  -0.1893
H 0.8847 1.3542 -2.0324  0.1149
H 0.3033 1.4610 1.9211  0.0654
H -1.4360 0.3344 -2.5008  0.0985
H -1.0412 -0.7813 -1.0975  0.0079


The following is a quantum chemistry calculation of a cluster of 2 separate species, C3H4N2O2S in total, from the Open Molecules 2025 dataset.

Output
* HOMO level: -9.21 eV
* DFT total energy: -21080.623 eV

Each line ends with the Löwdin charge.
Cartesian coordinates (Å):
S 2.0438 -0.2293 -0.4474  1.1106
O 1.4690 -2.6095 0.5039  -0.4175
O 2.8381 0.4777 0.5079  -0.4321
N -1.2820 1.5940 0.3516  0.0115
N 0.4108 0.3443 -0.2373  -0.3416
C -0.7348 -0.2929 -0.7197  -0.1136
C 0.0849 1.5255 0.4830  -0.0555
C -1.7824 0.5136 -0.3519  -0.0890
H -1.7635 2.3465 0.7783  0.1211
H 2.1173 -3.0060 1.2025  -0.0095
H -0.6035 -1.0471 -1.4880  0.1187
H -2.7976 0.3831 -0.5828  0.0969


The following is a quantum chemistry calculation of the molecule C3H4N2O2S2, from the Open Molecules 2025 dataset.

Output
* HOMO level: -9.57 eV
* DFT total energy: -31915.636 eV

Each line ends with the Löwdin charge.
Cartesian coordinates (Å):
S -1.5948 -0.7868 0.6010  0.8476
S 0.9894 0.5807 0.1383  0.8710
O 1.7459 1.4231 0.9880  -0.4209
O -0.5855 0.5344 0.7502  -0.8224
N 0.6580 0.4909 -3.0915  -0.1415
N 0.3275 1.5214 -2.4136  -0.0121
C 1.0279 -0.4359 -3.7363  0.0682
C 0.4625 1.7053 -1.1854  -0.2359
C -0.9095 -1.8326 2.0293  -0.2710
H 0.1716 2.7331 -0.9878  0.1125
H -0.8767 -1.2785 2.8518  -0.0080
H 0.0991 -2.0501 1.9021  0.0227
H -1.5154 -2.6050 2.1540  -0.0102


The following is a quantum chemistry calculation of the molecule C3H4N2O3, from the Open Molecules 2025 dataset.

Output
* HOMO level: -9.98 eV
* DFT total energy: -12295.513 eV
* structure (SMILES): [H]/N=C/NOC(=O)C=O

Each line ends with the Löwdin charge.
Cartesian coordinates (Å):
O -0.1479 -1.4693 0.2569  0.1474
O -0.9842 0.6075 -0.1775  -0.0179
O -0.8937 -2.1433 -2.3512  0.1073
N 1.7959 0.7444 0.2191  0.0960
N -0.4168 1.0902 0.9748  -0.0074
C 0.9758 0.8919 1.1471  -0.3244
C -1.1134 -1.0308 -1.8926  -0.1117
C -0.7459 -0.7139 -0.4584  -0.4191
H -1.0371 0.8570 1.8024  0.1679
H 2.7601 0.6345 0.7091  0.1000
H -1.4217 -0.1703 -2.4626  0.1226
H 1.2289 0.7020 2.2328  0.1394


The following is a quantum chemistry calculation of the molecule C3H4N2O3, from the Open Molecules 2025 dataset.

Output
* HOMO level: -8.81 eV
* DFT total energy: -12294.017 eV
* structure (SMILES): COc1nnoc1O

Each line ends with the Löwdin charge.
Cartesian coordinates (Å):
O -0.4225 1.7432 -0.0040  0.0795
O 1.6492 0.7924 0.1887  0.0390
O -1.3055 -1.0162 0.0177  -0.0710
N 2.1024 -0.6290 0.0215  0.0721
N 1.1314 -1.3740 -0.0417  0.1117
C 0.3321 0.6702 -0.1916  -0.3721
C 0.0100 -0.5884 -0.1445  -0.2857
C -2.5567 -0.2235 0.0803  -0.0171
H -2.4700 0.2596 1.0152  0.0736
H -3.4143 -0.8094 0.0367  0.0630
H -2.6892 0.5559 -0.7102  0.1026
H -0.1453 2.7105 -0.2853  0.2044


The following is a quantum chemistry calculation of a structure of composition C3H4N2O3, from the Open Molecules 2025 dataset.

Output
* HOMO level: -10.36 eV
* DFT total energy: -12293.027 eV

Each line ends with the Löwdin charge.
Cartesian coordinates (Å):
O 1.7739 -0.7905 -0.0595  -0.0529
O -1.0869 1.1768 -0.0173  0.0079
O -2.7627 -0.6512 0.1854  0.0059
N 0.3695 1.2330 0.0482  0.1889
N -0.4112 -0.8819 -0.0385  0.2166
C 2.7823 0.0022 0.0566  -0.1748
C -1.4596 -0.1585 -0.1531  -0.3795
C 0.6104 -0.0210 -0.0271  -0.4426
H 2.7309 0.5731 -0.7855  0.0530
H -3.4353 0.1607 -0.4827  0.2902
H 2.3876 0.8129 0.8314  0.1270
H 3.6154 -0.8217 0.2415  0.1602


The following is a quantum chemistry calculation of the molecule C3H4N2O3, from the Open Molecules 2025 dataset.

Output
* HOMO level: -9.88 eV
* DFT total energy: -12294.579 eV
* structure (SMILES): COc1nonc1O

Each line ends with the Löwdin charge.
Cartesian coordinates (Å):
O -2.6050 -0.9447 0.0289  -0.0912
O -0.4257 1.7788 0.0695  0.0101
O 0.7990 -1.1409 -0.2183  -0.0062
N -2.4115 0.3858 -0.1127  0.1209
N -1.4355 -1.6417 0.1161  0.1405
C -0.4566 -0.8217 -0.0163  -0.3197
C 1.9218 -0.3061 0.0827  -0.0104
C -1.0979 0.5087 0.0265  -0.2267
H -0.9655 2.5049 -0.3509  0.1339
H 2.5941 -0.2942 -0.7602  0.0959
H 1.6377 0.7267 0.3064  0.0936
H 2.4451 -0.7555 0.8282  0.0594


The following is a quantum chemistry calculation of the molecule C3H4N2O3, from the Open Molecules 2025 dataset.

Output
* HOMO level: -9.79 eV
* DFT total energy: -12292.057 eV
* structure (SMILES): COn1cnc(=O)o1

Each line ends with the Löwdin charge.
Cartesian coordinates (Å):
O 0.4353 1.8643 2.2513  0.1363
O -0.8019 0.7255 0.6584  -0.0264
O -1.3858 -0.6968 -0.9215  -0.1236
N 1.3354 1.3929 0.1280  0.1836
N -0.6853 0.6019 -0.5874  -0.1327
C -0.4382 -1.5721 -0.1001  -0.0499
C 0.8055 0.8746 -0.8756  -0.0503
C 0.4171 1.2571 1.2041  -0.4163
H -0.9084 -1.0826 0.8445  0.1129
H 0.7253 -1.2725 -0.3192  0.1180
H -0.6742 -2.7016 -0.4847  0.1352
H 1.1754 0.6092 -1.7978  0.1132


The following is a quantum chemistry calculation of a cluster of 2 separate species, C3H4N2OS in total, from the Open Molecules 2025 dataset.

Output
* HOMO level: -8.67 eV
* DFT total energy: -19035.951 eV
* structure (SMILES): N#[N+][S-].CC=C=O

Each line ends with the Löwdin charge.
Cartesian coordinates (Å):
S -1.4102 0.1788 2.5832  0.7082
O -2.1225 0.8708 -1.7782  0.1412
N -0.5657 -2.3184 2.5793  0.1676
N -0.9051 -1.2346 2.4885  -0.8154
C -1.2280 0.3633 -1.1941  -0.1803
C 1.2663 0.5690 -1.0416  -0.1190
C -0.0730 0.0823 -0.5673  -0.2032
H 1.2716 1.1310 -1.9322  0.0567
H 0.1758 -0.7461 0.1364  0.0806
H 1.5842 1.3691 -0.3711  0.0694
H 2.0067 -0.2652 -0.9028  0.0942


The following is a quantum chemistry calculation of the molecule C3H4N2OS, from the Open Molecules 2025 dataset.

Output
* HOMO level: -8.97 eV
* DFT total energy: -19036.357 eV
* structure (SMILES): NSc1ncco1

Each line ends with the Löwdin charge.
Cartesian coordinates (Å):
S 0.1934 2.0468 1.1096  0.7719
O -0.2878 -0.5103 -0.7341  0.0184
N 1.1079 -0.9107 0.9406  0.0616
N -1.0656 2.5693 0.1566  -0.4356
C 1.0051 -2.0417 0.1729  -0.1378
C 0.3261 -0.0791 0.3525  -0.4353
C 0.1501 -1.7938 -0.8536  -0.1075
H -1.9320 2.7665 0.6400  0.0250
H -0.8324 3.2616 -0.5442  0.0261
H -0.2159 -2.3812 -1.6703  0.1122
H 1.5512 -2.9274 0.4301  0.1009


The following is a quantum chemistry calculation of a cluster of 2 separate species, C3H4N2OS in total, from the Open Molecules 2025 dataset.

Output
* HOMO level: -9.02 eV
* DFT total energy: -19034.487 eV

Each line ends with the Löwdin charge.
Cartesian coordinates (Å):
S 4.8406 -0.0739 -0.4918  0.6477
O -0.4568 1.1586 -0.1428  -0.0092
N 2.3136 0.3390 0.4674  0.1555
N -2.7976 -0.1661 -0.0529  0.1017
C -0.6017 0.0579 0.5678  -0.0349
C -1.7413 -0.8020 0.0637  -0.2586
C 3.3628 0.1050 -0.0235  -0.9144
H -0.8580 1.4094 -1.0090  0.1440
H 1.3148 0.4831 0.5633  0.0031
H -1.6644 -1.8320 0.1419  0.0766
H -3.7120 -0.6790 -0.0841  0.0885


The following is a quantum chemistry calculation of the molecule C3H4N2OS, from the Open Molecules 2025 dataset.

Output
* HOMO level: -9.35 eV
* DFT total energy: -19037.662 eV
* structure (SMILES): [H]/N=C/N(C=O)C=S

Each line ends with the Löwdin charge.
Cartesian coordinates (Å):
S -0.3836 0.4922 -2.7719  0.6783
O -2.0549 0.5297 1.2272  0.0241
N 1.6221 -0.5774 1.0322  0.0794
N -0.3101 -0.0689 -0.1331  -0.1084
C 1.1010 -0.2548 -0.0595  -0.2573
C -1.0416 0.2587 -1.3016  -0.6144
C -0.8994 0.0905 1.1124  -0.2388
H 1.6872 -0.0119 -1.0329  0.1236
H -0.2962 -0.0918 1.9804  0.1181
H 2.6973 -0.6725 0.9664  0.1056
H -2.1217 0.3062 -1.0195  0.0898


The following is a quantum chemistry calculation of a structure of composition C3H4N2OS, from the Open Molecules 2025 dataset.

Output
* HOMO level: -9.36 eV
* DFT total energy: -19036.784 eV

Each line ends with the Löwdin charge.
Cartesian coordinates (Å):
S 0.4095 -1.4215 1.9769  0.7194
O -1.6894 1.0481 -1.3065  0.0133
N -1.3463 -0.1440 -0.9890  0.0795
N 0.0951 1.2199 -0.1161  0.1472
C -0.8191 1.8768 -0.6823  -0.1482
C 0.6487 -1.2159 0.2217  -0.5006
C -0.2184 -0.0519 -0.3361  -0.4274
H -0.7871 2.8996 -0.8632  0.1195
H 1.6284 -0.9097 0.0099  0.0459
H 0.4609 -2.2600 -0.2663  0.1068
H 1.6175 -1.0414 2.3511  -0.1554


The following is a quantum chemistry calculation of the molecule C3H4N2OS, from the Open Molecules 2025 dataset.

Output
* HOMO level: -8.97 eV
* DFT total energy: -19036.996 eV
* structure (SMILES): Cn1scnc1=O

Each line ends with the Löwdin charge.
Cartesian coordinates (Å):
S -0.5287 1.5225 -0.5657  1.0279
O -0.2106 -2.0679 0.7845  -0.1017
N 0.3217 0.1084 -0.0888  -0.3690
N -1.8932 -0.3386 0.3744  0.0590
C 1.7130 -0.1643 -0.1255  -0.0764
C -2.0349 0.8725 -0.0136  -0.4016
C -0.6390 -0.8062 0.4023  -0.4692
H 2.2270 0.7265 -0.1263  0.0558
H -2.8443 1.5550 -0.3028  0.0843
H 2.0326 -0.6100 -1.0569  0.0990
H 1.8564 -0.7979 0.7185  0.0919


The following is a quantum chemistry calculation of the molecule C3H4N2OS, from the Open Molecules 2025 dataset.

Output
* HOMO level (alpha / beta): -7.78 / -7.78 eV
* DFT total energy: -19034.982 eV

Each line ends with the Löwdin charge.
Cartesian coordinates (Å):
S 1.1166 1.4592 0.1475  0.9472
O 3.0351 -0.5671 -0.0134  -0.1028
N -1.6361 1.3664 -0.1599  0.0816
N 1.8209 -0.4732 0.1761  -0.3798
C -0.4630 -0.6627 0.0040  -0.1374
C 0.8041 -1.2672 -0.0268  -0.1132
C -0.4961 0.6771 0.0919  -0.6619
H -1.7951 2.1639 0.3895  0.0817
H 1.2506 -2.2903 -0.0837  0.1613
H -2.3893 0.8024 -0.2435  0.0549
H -1.2476 -1.2084 -0.2817  0.0686


The following is a quantum chemistry calculation of the molecule C3H4N2OS, from the Open Molecules 2025 dataset.

Output
* HOMO level (alpha / beta): -8.50 / -8.50 eV
* DFT total energy: -19033.533 eV
* structure (SMILES): C/S(=C/C#N)#[N+][O-]

Each line ends with the Löwdin charge.
Cartesian coordinates (Å):
S 0.6734 -1.1803 1.0132  0.9518
O 2.0374 1.2072 0.6715  -0.1105
N 1.8506 0.4257 1.5587  -0.1669
N 0.0731 -0.2831 4.6284  0.1463
C -0.0631 0.0850 2.1165  -0.4023
C 0.3808 -0.3844 -0.6171  -0.3132
C 0.1181 -0.1300 3.4905  -0.3492
H -0.7136 0.8268 1.7075  0.0756
H 0.0340 -1.2988 -1.2376  0.0752
H 1.4119 0.0527 -0.8270  0.0488
H -0.2740 0.4713 -0.3814  0.0445


The following is a quantum chemistry calculation of the molecule C3H4N2OS, from the Open Molecules 2025 dataset.

Output
* HOMO level (alpha / beta): -6.18 / -9.29 eV
* 2S+1: 3
* DFT total energy: -19030.439 eV
* ⟨S²⟩: 2.009

Each line ends with the Löwdin charge.
Cartesian coordinates (Å):
S -0.6071 -2.2658 1.6928  0.7029
O -1.1848 -2.2818 3.0053  -0.5326
N -0.7706 -0.6087 -0.2419  -0.0700
N -1.0000 -0.9665 1.0369  -0.4009
C 0.3780 1.8824 -0.6263  -0.0325
C 0.2222 0.4344 -0.7690  -0.1755
C 0.4635 -0.8568 -1.0281  0.0686
H -0.1757 1.9389 0.3247  0.0948
H 0.0415 2.2976 -1.5938  0.0956
H 1.0797 -1.6781 -1.3637  0.1044
H 1.5533 2.1046 -0.4369  0.1452


The following is a quantum chemistry calculation of a cluster of 2 separate species, C3H4N2S in total, from the Open Molecules 2025 dataset.

Output
* HOMO level (alpha / beta): -8.62 / -8.63 eV
* DFT total energy: -16986.149 eV

Each line ends with the Löwdin charge.
Cartesian coordinates (Å):
S 1.0568 -0.8748 1.1180  0.9379
N -0.8393 -0.3588 -2.6192  0.0814
N 2.0759 -0.0721 0.2363  -0.4332
C -1.4662 0.2969 0.8695  -0.0350
C -0.1330 0.0651 -1.8119  -0.1150
C -0.2503 -0.0182 0.8023  -0.5474
H -1.7383 0.8431 1.8946  0.1309
H 0.5421 0.4030 -1.1050  -0.0273
H -2.2092 0.2635 0.1636  0.0401
H 2.9615 -0.5477 0.4518  -0.0324


The following is a quantum chemistry calculation of a structure of composition C3H4N2S, from the Open Molecules 2025 dataset.

Output
* HOMO level: -9.28 eV
* DFT total energy: -16985.900 eV

Each line ends with the Löwdin charge.
Cartesian coordinates (Å):
S -1.1524 -0.9278 0.1378  0.7214
N 0.3164 -0.1093 0.1365  -0.3930
N 3.9673 0.1141 0.0825  0.1234
C 1.4169 -0.6473 -0.1020  -0.2999
C 2.8190 -0.1561 0.1867  -0.1734
C -2.1735 0.6665 0.0545  -0.4710
H 1.6830 -1.7855 -0.2625  0.1386
H -2.5381 1.0181 1.2475  0.0800
H -3.2187 0.3856 -0.8508  0.1199
H -1.1200 1.4417 -0.6301  0.1541